#A
2 unconnected molecules or ions with the total composition C2HO4P. Source: the Open Molecules 2025 dataset; level of theory: ωB97M-V with the def2-TZVPD basis set.

Output
E_LUMO   -0.0279 hartree
Orbital gap   8.0 eV
Molecular weight   120.0 u
E_HOMO   -8.75 eV

```
! wB97M-V def2-TZVPD RIJCOSX def2/J DEFGRID3
* xyz 0 1
O -1.26 1.13 -1.97
C -0.64 0.60 -1.08
P -2.20 -0.70 -0.36
O -2.08 -1.98 -1.01
H 0.48 0.72 -0.98
O -2.57 -2.93 3.29
C -1.74 -2.32 2.81
O -0.98 -1.65 2.35
*
```

=====

#B
2 unconnected molecules or ions with the total composition C2HO4P. Source: the Open Molecules 2025 dataset; level of theory: ωB97M-V with the def2-TZVPD basis set.

Output
E_LUMO   -0.0386 hartree
Orbital gap   8.1 eV
Molecular weight   120.0 u
E_HOMO   -9.12 eV

```
! wB97M-V def2-TZVPD RIJCOSX def2/J DEFGRID3
* xyz 0 1
O -0.93 0.93 -0.51
C 0.19 0.82 -0.94
P 1.66 0.25 0.19
O 2.04 1.21 1.25
H 0.25 0.85 -2.00
O -2.08 -1.52 0.14
C -1.07 -1.34 0.66
O -0.07 -1.21 1.20
*
```

=====

Which one sits at the bottom of the stability order? #A does.